The following is a DFT calculation (ωB97M-V with the def2-TZVPD basis set) of a cluster of 2 separate species, C4H10NO in total in a non-equilibrium geometry.

F_max   3.21 eV/A
HOMO energy   -13.4 eV
Relative energy (zero: lowest compared OMol25 entry of this formula, charge and spin)   4.524 eV
LUMO   -7.76 eV
Frontier orbital gap   0.20594 Eh

The geometry in ORCA input format:
```
! RIJCOSX wB97M-V def2-TZVPD def2/J DEFGRID3
* xyz 1 1
O 1.768 -2.030 -1.297
N -1.582 3.491 0.075
C 0.521 -0.081 -0.576
C -0.246 0.157 0.623
C 1.425 -1.365 -0.392
C -1.117 -0.884 1.225
H -2.180 -0.909 0.968
H -0.136 -0.355 -1.413
H 1.239 0.614 -0.994
H -1.920 3.222 -0.835
H -1.264 2.730 0.657
H -2.266 3.989 0.627
H 1.928 -1.483 0.586
H 0.264 0.705 1.421
H -1.008 -1.122 2.278
H -0.637 -1.658 0.603
*
```


The following is a DFT calculation (ωB97M-V with the def2-TZVPD basis set) of a structure of composition C33H53CoN2O2P2 in a non-equilibrium geometry.

F_max   5.58 eV/A
HOMO energy (alpha / beta)   -9.4 / -10.1 eV
LUMO (alpha / beta)   -3.25 / -3.87 eV
Frontier orbital gap (alpha / beta)   0.22556 / 0.23010 Eh

The geometry in ORCA input format:
```
! RIJCOSX wB97M-V def2-TZVPD def2/J DEFGRID3
* xyz 1 4
Co 0.644 -0.780 0.271
P 1.727 -2.433 -0.553
P -0.889 2.326 0.777
O -2.799 -0.827 2.294
O -0.033 -2.239 2.687
N 1.846 0.468 -0.640
N -0.902 0.036 -0.187
C 2.694 -0.043 -1.555
C -0.384 2.052 -4.491
C 1.322 -4.694 -2.169
C -0.017 3.752 3.070
C -3.447 -1.966 2.864
C -2.554 1.016 -4.233
C 0.598 2.593 -0.114
C -3.433 2.810 -0.026
C 0.552 -3.628 -1.384
C 3.611 0.738 -2.250
C -0.382 -2.817 -2.303
C -0.656 2.404 2.699
C -2.002 2.199 3.415
C -3.552 -1.770 4.358
C -2.133 3.612 0.200
C -1.681 4.288 -1.102
C -1.586 1.610 -5.052
C 3.168 -3.224 0.356
C 2.643 -4.299 1.320
C 2.802 2.644 -1.061
C 0.231 -1.650 1.711
C 3.708 2.094 -1.947
C -0.167 1.957 -3.112
C 4.186 -3.830 -0.627
C -2.318 0.887 -2.861
C -0.931 1.152 -0.788
C 1.748 1.850 -0.515
C 2.557 -1.519 -1.907
C -0.325 -4.295 -0.309
C -1.142 1.379 -2.284
C -2.392 4.759 1.192
C 0.315 1.326 3.172
C 3.865 -2.128 1.184
H -3.330 2.069 -0.832
H 0.259 -4.870 0.419
H 1.944 -1.603 -2.822
H 0.477 1.447 4.254
H -1.816 2.202 4.503
H 4.493 2.700 -2.392
H 3.738 -4.511 -1.359
H -1.428 3.583 -1.893
H -0.922 -3.553 0.238
H -1.156 -3.497 -2.687
H -2.444 1.227 3.145
H -4.053 -2.621 4.822
H 3.481 -4.627 1.952
H 4.250 0.249 -2.977
H -1.764 1.720 -6.123
H -3.492 0.654 -4.660
H 1.289 1.422 2.677
H -4.125 -0.873 4.603
H 4.709 -2.591 1.718
H -0.654 4.606 2.836
H -2.841 -2.858 2.650
H -4.226 3.509 -0.324
H -0.077 0.319 3.005
H 0.167 3.764 4.157
H 1.896 -5.363 -1.516
H -2.782 4.435 2.161
H -3.763 2.289 0.885
H 0.717 3.666 -0.296
H -2.559 -1.690 4.810
H -3.149 5.428 0.756
H -2.731 2.989 3.199
H -1.016 -4.982 -0.818
H 2.800 3.707 -0.812
H -3.052 0.408 -2.210
H -0.830 4.960 -0.932
H -1.494 5.367 1.353
H 0.592 -5.321 -2.702
H 0.142 -2.380 -3.162
H -2.739 -0.934 1.329
H 2.248 -5.184 0.807
H 1.870 -3.900 1.989
H 4.740 -3.061 -1.179
H 0.941 3.885 2.549
H -0.888 -2.008 -1.751
H 3.546 -1.931 -2.145
H -2.519 4.886 -1.487
H 4.260 -1.314 0.561
H 1.998 -4.266 -2.921
H 3.188 -1.700 1.935
H 0.742 2.354 -2.658
H -4.449 -2.087 2.424
H 4.926 -4.401 -0.050
H 0.391 2.473 -5.134
*
```


The following is a DFT calculation (ωB97M-V with the def2-TZVPD basis set) of a structure of composition C16H32Cl2CoOP3 in a non-equilibrium geometry.

F_max   5.75 eV/A
HOMO energy (alpha / beta)   -14.9 / -15.3 eV
Relative energy (zero: lowest compared OMol25 entry of this formula, charge and spin)   0.373 eV
LUMO (alpha / beta)   -5.42 / -9.39 eV
Frontier orbital gap (alpha / beta)   0.34937 / 0.21644 Eh

The geometry in ORCA input format:
```
! RIJCOSX wB97M-V def2-TZVPD def2/J DEFGRID3
* xyz 2 5
Co -0.608 0.311 -0.645
Cl -0.941 0.119 -3.834
Cl -2.711 0.193 -1.274
P -0.029 2.348 -0.847
P 0.195 -1.633 -0.667
P -0.882 0.342 1.473
O 1.741 0.065 -3.593
C 1.100 -0.678 3.182
C -2.651 0.418 1.985
C -0.440 -2.851 4.064
C 0.882 0.118 -5.878
C 0.880 -2.684 4.511
C 1.643 -1.589 4.095
C -0.333 1.819 2.455
C 0.838 0.111 -4.407
C -0.220 -0.853 2.724
C 1.737 -2.103 0.210
C -1.423 3.459 -0.456
C 0.553 -2.224 -2.322
C -1.074 -2.816 -0.085
C 1.479 3.030 -0.112
C 0.295 2.814 -2.565
C -0.997 -1.925 3.173
H -2.025 -2.021 2.857
H 1.333 -3.387 5.221
H 2.659 -1.392 4.474
H 2.014 -3.125 -0.101
H -2.630 0.471 3.079
H -2.055 -2.496 -0.458
H 2.318 2.410 -0.446
H 1.328 -1.527 -2.674
H -1.033 -3.678 4.427
H 0.760 1.908 2.548
H 1.434 3.060 0.976
H -1.067 -2.850 1.011
H 1.609 4.045 -0.510
H 1.919 0.206 -6.260
H -3.210 -0.469 1.655
H -1.153 4.463 -0.807
H 0.247 0.946 -6.236
H 1.560 -2.058 1.297
H 2.529 -1.386 -0.076
H 1.156 2.203 -2.836
H 0.946 -3.262 -2.300
H 0.549 3.887 -2.686
H -2.312 3.116 -0.995
H 1.691 0.177 2.819
H -0.589 2.555 -3.151
H -1.622 3.485 0.619
H -0.764 1.652 3.452
H -0.810 -3.800 -0.506
H -0.361 -2.132 -2.948
H -3.152 1.296 1.558
H 0.424 -0.828 -6.208
H -0.728 2.743 2.014
*
```


The following is a DFT calculation (ωB97M-V with the def2-TZVPD basis set) of a structure of composition C24H30FN3O2 in a non-equilibrium geometry.

F_max   17.97 eV/A
HOMO energy   -7.7 eV
Relative energy (zero: lowest compared OMol25 entry of this formula, charge and spin)   25.624 eV
LUMO   0.50 eV
Frontier orbital gap   0.30276 Eh

The geometry in ORCA input format:
```
! RIJCOSX wB97M-V def2-TZVPD def2/J DEFGRID3
* xyz 0 1
F 6.644 0.543 0.361
O -7.907 -0.778 -0.512
O 1.359 3.627 -1.002
N 4.042 -0.192 -0.259
N -2.659 1.076 1.059
N 1.660 1.525 -0.814
C 1.568 0.147 -0.618
C 4.720 -2.516 -0.348
C 6.332 -0.601 0.260
C 7.230 -1.725 0.535
C -3.980 0.587 1.469
C -1.291 1.454 -0.913
C 4.993 -1.304 -0.047
C -8.769 -1.833 -1.092
C -6.703 -1.171 -0.236
C 5.766 -3.315 -0.124
C -6.044 -0.317 0.327
C 7.079 -3.073 0.315
C -0.283 2.439 -0.137
C 2.987 1.785 -1.424
C 2.647 -0.263 0.075
C -6.146 -2.280 -0.659
C -4.796 -0.386 0.872
C 0.977 2.551 -0.556
C -4.779 -2.438 -0.346
C -0.473 1.748 1.481
C -2.620 1.433 -0.264
C -1.845 1.774 1.758
C 4.186 1.201 -0.281
C -4.172 -1.600 0.632
H -1.048 0.574 -1.141
H -6.557 -3.141 -1.109
H 2.460 -1.628 0.583
H -4.306 -3.170 -0.485
H -8.378 -1.934 -2.150
H 5.507 -4.599 -0.243
H -0.570 3.425 -0.111
H 5.138 1.352 -1.010
H -4.624 1.636 1.535
H 3.289 2.648 -1.550
H 8.337 -1.136 0.724
H -8.730 -2.782 -0.620
H 3.794 -2.780 -0.481
H -1.404 2.076 -1.991
H 4.059 1.756 0.393
H 0.001 0.594 1.451
H 2.437 0.212 1.175
H -1.736 1.288 3.006
H 0.192 2.345 2.078
H -3.582 1.059 -0.851
H 1.835 -0.601 -1.619
H -6.687 0.766 0.794
H -9.671 -1.422 -0.988
H -3.829 0.528 2.826
H 3.051 1.176 -2.222
H -3.101 2.711 -0.358
H 0.525 -0.101 -0.087
H -3.148 -1.494 0.625
H -2.130 2.749 2.055
H 7.799 -3.828 0.356
*
```


The following is a DFT calculation (ωB97M-V with the def2-TZVPD basis set) of a cluster of 10 separate species, C4H27NO11 in total in a non-equilibrium geometry.

F_max   5.13 eV/A
HOMO energy (alpha / beta)   -13.4 / -13.4 eV
Relative energy (zero: lowest compared OMol25 entry of this formula, charge and spin)   3.458 eV
LUMO (alpha / beta)   -3.66 / -8.56 eV
Frontier orbital gap (alpha / beta)   0.35911 / 0.17896 Eh

The geometry in ORCA input format:
```
! RIJCOSX wB97M-V def2-TZVPD def2/J DEFGRID3
* xyz 1 2
O -2.257 -1.084 -4.006
O 1.353 1.726 2.840
O 2.185 -0.033 -2.546
O 2.929 2.459 -1.707
O -1.813 -1.917 2.844
O 0.034 -2.206 -3.272
O 0.900 3.416 -0.105
O 0.445 -0.667 1.704
O -0.165 -2.096 0.050
O 0.740 -2.418 3.751
O 3.220 -0.130 -0.083
N -1.686 0.462 1.179
C -3.075 0.666 0.834
C -0.153 -1.004 0.502
C -1.353 0.257 -1.449
C -0.700 0.307 -0.034
H 0.406 3.509 0.693
H -1.322 1.339 -1.632
H -3.634 0.592 1.805
H 2.804 -0.700 -2.947
H 2.526 -0.008 -1.649
H 3.325 1.977 -2.502
H 3.421 0.811 -0.032
H 1.525 1.691 3.762
H -1.527 -1.146 2.331
H -0.889 -0.345 -2.344
H -0.267 -2.641 3.444
H -2.679 -1.577 -3.325
H -1.302 1.164 1.931
H 2.475 3.149 -2.166
H -3.088 1.748 0.425
H 0.581 -1.417 -3.153
H 0.150 0.967 0.058
H 2.576 -0.491 0.521
H 1.462 2.668 0.181
H -2.487 -2.265 2.367
H 0.629 -1.487 2.342
H -0.118 -2.399 -2.415
H 0.661 -1.809 4.456
H -2.446 -0.025 -1.307
H -3.336 -0.283 0.188
H 1.350 0.808 2.540
H -1.399 -1.570 -4.073
*
```


The following is a DFT calculation (ωB97M-V with the def2-TZVPD basis set) of a cluster of 13 separate species, F6H24O12P in total in a non-equilibrium geometry.

F_max   2.20 eV/A
HOMO energy   -9.0 eV
Relative energy (zero: lowest compared OMol25 entry of this formula, charge and spin)   2.592 eV
LUMO   2.17 eV
Frontier orbital gap   0.41106 Eh

The geometry in ORCA input format:
```
! RIJCOSX wB97M-V def2-TZVPD def2/J DEFGRID3
* xyz -1 1
P -1.370 -0.314 0.760
F -1.444 -1.946 0.871
F -2.771 -0.429 -0.080
F -1.260 1.384 0.634
F 0.105 -0.349 1.509
F -0.593 -0.323 -0.626
F -2.243 -0.285 2.164
O -2.120 -2.026 -3.977
O -4.674 -3.683 3.708
O -2.625 4.228 3.695
O -5.277 4.328 0.415
O 1.824 -4.551 1.154
O -1.331 2.487 -4.132
O 3.199 1.294 -0.874
O 2.804 -1.047 -5.039
O 0.448 -5.174 -2.390
O 5.374 1.157 3.125
O 0.070 6.671 1.314
O 5.429 -2.412 0.961
H -1.570 -2.762 -3.706
H 5.299 -1.496 1.206
H 1.067 -5.168 -1.660
H 6.290 -2.429 0.543
H 1.156 -3.866 1.126
H -2.334 3.493 3.154
H 6.149 1.585 2.760
H 2.946 -1.482 -4.198
H 0.990 -5.337 -3.162
H -2.240 2.773 -4.044
H -1.270 1.706 -3.582
H -0.847 6.419 1.421
H 2.737 2.132 -0.903
H -3.303 3.857 4.259
H 4.640 1.694 2.825
H -4.178 -3.729 4.526
H 2.444 -1.731 -5.604
H 2.545 0.671 -0.558
H -4.651 3.682 0.087
H 0.343 6.248 0.500
H -4.020 -3.468 3.043
H 2.634 -4.088 1.367
H -6.077 3.827 0.573
H -2.292 -1.544 -3.168
*
```


Q: The lowest F_max belongs to which entry?
A: F6H24O12P


Q: What is the formula in the fourth record?
A: C24H30FN3O2


Q: The lowest F_max belongs to which entry?
A: F6H24O12P